{
  "formula": "C39H65AsCsF3N5O3S2Si2Te",
  "method": "wB97M-V/def2-TZVPD",
  "total_charge": -2,
  "homo_ev": -1.55,
  "lumo_ev": 3.3,
  "spin_multiplicity": 2,
  "total_energy_ha": -6223.541398,
  "max_force_ev_per_a": 1.39,
  "relative_energy_kcal_mol": 27.8,
  "species": ["Cs", "O", "H", "H", "C", "N", "C", "N", "S", "H", "H", "H", "H", "H", "H", "S", "C", "N", "C", "C", "N", "H", "H", "H", "H", "H", "H", "C", "As", "C", "C", "O", "H", "H", "H", "H", "H", "H", "H", "H", "H", "F", "C", "F", "F", "C", "Si", "C", "C", "C", "Si", "C", "C", "C", "H", "H", "H", "H", "H", "H", "H", "H", "H", "H", "H", "H", "H", "H", "H", "H", "H", "H", "H", "C", "C", "C", "C", "C", "C", "Te", "N", "C", "O", "C", "C", "C", "C", "C", "C", "C", "C", "C", "C", "C", "C", "C", "C", "C", "C", "H", "H", "H", "H", "H", "H", "H", "H", "H", "H", "H", "H", "H", "H", "H", "H", "H", "H", "H", "H", "H", "H", "H"],
  "positions_angstrom": [[1.79082, -1.96054, 0.30021], [-0.79833, 2.28153, 0.05166], [-0.50329, 2.10010, -0.85060], [-0.09566, 2.87413, 0.38742], [-0.40009, -2.59953, 4.33085], [0.81351, -2.27217, 5.05431], [2.02693, -2.80638, 4.81213], [2.16813, -3.58811, 3.73180], [3.30775, -2.49839, 5.87018], [-1.18026, -1.90327, 4.63312], [-0.73521, -3.62290, 4.52324], [-0.25907, -2.47327, 3.26100], [0.74908, -1.81738, 5.94704], [1.47887, -3.74600, 2.99126], [3.11797, -3.86109, 3.54073], [0.14314, 2.06256, -3.48124], [0.95130, 0.64254, -3.79572], [0.41632, -0.58964, -3.88470], [1.40382, -1.62098, -4.15262], [2.71215, -0.87666, -3.84910], [2.29970, 0.52245, -3.96964], [-0.57867, -0.72838, -3.88510], [1.36063, -1.95527, -5.19302], [1.26832, -2.48675, -3.50345], [3.49059, -1.12307, -4.56800], [3.08107, -1.09760, -2.84356], [2.85916, 1.24187, -3.53118], [6.39202, 0.61462, 0.20903], [4.82415, 0.03037, 1.16385], [4.40485, 1.50645, 2.32609], [5.16012, -1.39653, 2.44440], [3.58249, -0.26053, 0.11604], [7.20997, 0.80628, 0.90347], [6.11573, 1.53652, -0.30168], [6.66784, -0.15767, -0.50440], [5.23941, 1.68870, 3.00646], [3.52291, 1.23751, 2.90804], [4.16483, 2.39766, 1.74580], [6.23723, -1.49294, 2.56950], [4.75983, -2.34224, 2.08927], [4.69364, -1.10139, 3.38374], [5.34538, -4.16962, -1.40299], [5.01471, -3.61663, -0.15419], [5.85050, -2.43531, -0.18808], [5.79712, -4.41217, 0.70892], [4.98849, 4.68580, -0.01001], [3.24004, 4.15573, -0.60191], [2.67414, 5.69503, -1.56107], [3.55987, 2.81027, -1.90848], [2.10260, 3.59335, 0.66580], [1.67897, 4.44000, 2.18488], [1.06014, 6.21593, 1.90385], [0.32860, 3.53419, 3.16446], [3.06100, 4.69503, 3.49025], [5.63043, 4.97337, -0.85200], [5.49202, 3.88576, 0.54313], [4.91754, 5.54462, 0.66718], [3.40293, 5.99215, -2.32453], [2.52896, 6.54052, -0.88018], [1.71662, 5.49582, -2.05110], [4.43409, 3.04461, -2.52620], [2.66201, 2.77937, -2.53037], [3.69860, 1.83336, -1.42570], [2.02421, 2.50171, 0.69755], [0.27583, 6.23471, 1.14262], [1.87293, 6.86400, 1.55726], [0.66416, 6.64533, 2.83121], [-0.62543, 3.51596, 2.62981], [0.16740, 4.00942, 4.13851], [0.62218, 2.49380, 3.34001], [3.93399, 5.18019, 3.04085], [3.39731, 3.73545, 3.89630], [2.71904, 5.31564, 4.32757], [-7.64805, 3.02034, -2.12645], [-6.50552, 2.13633, -1.69858], [-6.36060, 1.73747, -0.37910], [-5.28811, 0.95142, 0.03547], [-5.20268, 0.57115, 1.49368], [-4.32273, 0.53673, -0.89570], [-2.62393, -0.56676, -0.16945], [-0.80537, -2.35585, 0.80404], [-0.68289, -3.58913, 1.14854], [0.38885, -4.18391, 1.50496], [-1.97358, -4.38180, 1.06372], [-1.98257, -5.58119, 0.35789], [-3.15642, -6.30879, 0.23217], [-4.32586, -5.85645, 0.83413], [-4.31444, -4.67076, 1.55646], [-3.14443, -3.92853, 1.66149], [-2.73987, -2.10034, -1.64142], [-1.56680, -2.45996, -2.31630], [-1.56713, -3.47063, -3.26433], [-2.74505, -4.14239, -3.56063], [-3.90523, -3.80291, -2.88848], [-3.92658, -2.79598, -1.92019], [-5.22894, -2.50713, -1.22222], [-4.45408, 0.94450, -2.23594], [-3.45181, 0.56813, -3.29482], [-5.54259, 1.72767, -2.61023], [-8.44520, 3.02141, -1.38185], [-8.07053, 2.69046, -3.07743], [-7.31456, 4.05275, -2.25756], [-7.09766, 2.04951, 0.35519], [-6.07897, 0.93320, 2.03382], [-4.31468, 0.99611, 1.96663], [-5.13544, -0.51216, 1.61725], [-1.05899, -5.92893, -0.08879], [-3.16144, -7.23051, -0.33751], [-5.24218, -6.42728, 0.74017], [-5.22274, -4.31177, 2.02609], [-3.13671, -2.98314, 2.19019], [-0.63574, -1.93340, -2.11553], [-0.64743, -3.74775, -3.76718], [-2.75309, -4.93375, -4.30001], [-4.82421, -4.33998, -3.09751], [-5.86329, -3.39523, -1.22326], [-5.77037, -1.69190, -1.70919], [-5.05262, -2.20550, -0.18861], [-2.43217, 0.75182, -2.94636], [-3.60713, 1.16081, -4.19718], [-3.53144, -0.48798, -3.56268], [-5.62709, 2.04000, -3.64743]],
  "forces_ev_per_a": [[0.126, -0.765, -0.466], [0.023, 0.151, 0.131], [-0.032, -0.021, 0.006], [0.110, -0.058, -0.192], [0.024, 0.103, 0.032], [-0.011, -0.178, -0.041], [-0.174, -0.059, -0.048], [0.262, 0.188, -0.085], [0.077, 0.017, 0.043], [0.005, -0.020, 0.033], [0.020, -0.013, -0.028], [-0.004, 0.023, -0.017], [0.003, 0.080, -0.016], [-0.211, -0.031, 0.126], [-0.030, -0.118, -0.038], [-0.141, -0.050, -0.184], [0.338, 0.118, 0.134], [-0.026, -0.026, -0.044], [-0.020, 0.015, 0.043], [-0.028, 0.053, -0.005], [-0.101, -0.110, 0.037], [-0.009, 0.018, -0.031], [-0.017, -0.001, -0.025], [0.004, -0.011, -0.027], [0.049, -0.008, 0.032], [0.012, 0.046, 0.020], [0.049, 0.009, -0.024], [0.053, -0.223, 0.117], [0.072, 0.227, 0.307], [0.068, -0.036, 0.014], [0.061, 0.302, -0.243], [0.915, 1.034, -0.121], [0.009, 0.001, -0.015], [-0.023, -0.006, -0.006], [0.003, -0.007, 0.004], [0.000, 0.010, -0.015], [-0.004, -0.007, 0.003], [-0.029, -0.016, 0.005], [-0.006, -0.098, 0.054], [0.047, 0.031, -0.144], [0.024, -0.049, 0.047], [-0.057, -0.068, -0.033], [0.036, 0.201, 0.049], [0.011, 0.054, -0.084], [-0.047, -0.120, 0.021], [-0.004, -0.001, -0.006], [-0.008, 0.020, 0.087], [-0.014, -0.009, -0.021], [0.037, 0.042, 0.219], [-0.004, -0.013, -0.021], [0.026, -0.014, -0.027], [0.013, 0.019, -0.005], [-0.021, 0.017, -0.004], [-0.005, -0.016, -0.014], [-0.013, 0.000, 0.034], [-0.002, 0.014, -0.028], [-0.006, -0.021, -0.022], [-0.027, 0.004, 0.029], [0.006, -0.029, -0.028], [0.035, 0.007, 0.011], [-0.051, -0.013, -0.025], [0.005, 0.041, -0.003], [-0.038, 0.091, -0.069], [0.046, 0.032, 0.057], [0.005, -0.006, 0.037], [-0.020, -0.024, 0.010], [0.015, 0.010, -0.033], [0.036, 0.001, 0.002], [-0.002, -0.026, -0.015], [-0.006, 0.032, 0.002], [-0.026, 0.001, 0.003], [-0.016, 0.033, 0.005], [0.014, -0.025, -0.015], [0.012, -0.011, 0.005], [-0.005, 0.002, -0.008], [-0.002, -0.009, -0.007], [0.082, -0.099, 0.007], [-0.014, 0.030, -0.020], [0.009, 0.160, -0.106], [-0.139, 0.198, -0.422], [-0.764, 0.044, 0.295], [-0.008, -0.590, 0.051], [-0.370, -0.152, 0.178], [0.034, -0.077, -0.011], [0.014, 0.018, 0.027], [-0.015, 0.035, 0.021], [0.045, 0.015, 0.006], [0.030, 0.010, -0.035], [-0.003, -0.010, -0.058], [-0.104, -0.198, 0.111], [-0.092, 0.067, 0.079], [0.044, -0.054, -0.006], [-0.031, 0.010, 0.023], [0.039, 0.025, 0.025], [0.046, 0.018, 0.032], [0.044, -0.010, 0.004], [0.046, -0.094, 0.051], [0.020, 0.053, 0.060], [-0.022, -0.025, 0.005], [0.004, -0.001, -0.002], [0.005, 0.000, 0.004], [0.000, -0.003, 0.002], [0.003, 0.001, -0.002], [0.008, 0.003, -0.004], [-0.010, 0.000, -0.010], [-0.002, 0.010, -0.007], [-0.015, 0.000, 0.008], [0.001, 0.001, 0.007], [0.001, 0.003, -0.003], [0.000, -0.004, 0.001], [0.005, -0.008, 0.000], [-0.275, -0.083, 0.186], [-0.013, 0.025, 0.007], [-0.004, -0.010, 0.001], [-0.003, -0.005, -0.005], [0.006, 0.002, -0.016], [0.019, 0.008, 0.015], [-0.005, -0.014, -0.004], [-0.029, -0.008, -0.012], [0.006, 0.007, 0.017], [-0.008, -0.015, 0.011], [0.001, -0.008, 0.011]]
}


{
  "formula": "C24H27ClILaO2PSb",
  "method": "wB97M-V/def2-TZVPD",
  "total_charge": 2,
  "homo_ev": -13.49,
  "lumo_ev": -8.4,
  "total_energy_ha": -2451.671655,
  "max_force_ev_per_a": 6.14,
  "species": ["C", "C", "H", "H", "H", "O", "I", "La", "P", "C", "C", "H", "H", "H", "C", "H", "H", "H", "H", "H", "H", "C", "O", "Cl", "C", "C", "C", "C", "C", "C", "Sb", "C", "C", "C", "C", "C", "C", "C", "C", "C", "C", "C", "C", "H", "H", "H", "H", "H", "H", "H", "H", "H", "H", "H", "H", "H", "H", "H"],
  "positions_angstrom": [[0.68491, -1.76248, -2.05054], [2.06325, -1.49940, -2.71019], [0.53204, -2.85808, -2.07029], [-0.15279, -1.22382, -2.60590], [0.71350, -1.45298, -0.98163], [2.42336, -1.75936, -3.84456], [2.25449, 1.02348, -1.44091], [-2.21397, -1.08214, -0.59067], [-0.30872, 0.76934, -4.18156], [1.23029, 1.32346, -5.02901], [-1.00390, -0.26977, -5.54564], [-2.39946, 2.03408, -4.10097], [-1.39872, 2.57530, -5.50301], [-0.98853, 3.08207, -3.80944], [-1.37805, 2.26689, -4.44489], [-2.05643, -0.50371, -5.33884], [-0.94343, 0.23148, -6.51682], [0.95723, 1.66335, -6.03444], [1.96887, 0.51826, -5.10386], [-0.44080, -1.20744, -5.59628], [1.66714, 2.13791, -4.43769], [3.08987, -0.98736, -1.69474], [4.01057, -1.57411, -1.21647], [-3.81283, 0.03620, -2.31918], [-0.73581, 3.86217, 4.71146], [0.26401, 4.03506, 3.75268], [0.47977, 3.04437, 2.77873], [-0.29112, 1.86993, 2.82015], [-1.27872, 1.68717, 3.79171], [-1.50921, 2.69891, 4.73024], [-0.05345, 0.41567, 1.23916], [1.66979, -0.66105, 2.05060], [2.15543, -1.79391, 1.38992], [3.42042, -2.29852, 1.70827], [4.18281, -1.69216, 2.70691], [3.70594, -0.56251, 3.37302], [2.44878, -0.03990, 3.03841], [-1.82304, -0.89498, 1.88198], [-1.51535, -2.26023, 1.76441], [-2.53213, -3.16866, 1.42224], [-3.82338, -2.70614, 1.14576], [-4.12683, -1.33996, 1.20475], [-3.12551, -0.40325, 1.61799], [-0.91673, 4.63478, 5.46400], [0.87049, 4.93854, 3.77217], [1.22131, 3.21735, 2.00671], [-1.90256, 0.79622, 3.84475], [-2.29184, 2.57935, 5.48389], [1.58203, -2.29788, 0.61670], [3.81558, -3.16809, 1.17764], [5.17215, -2.09487, 2.95720], [4.29487, -0.07381, 4.15474], [2.09304, 0.86971, 3.54587], [-0.49750, -2.61630, 1.95968], [-2.34230, -4.26307, 1.49346], [-4.60679, -3.44550, 0.94166], [-5.13709, -1.00757, 0.95291], [-3.36493, 0.65796, 1.66776]],
  "forces_ev_per_a": [[-0.712, -0.375, -0.277], [0.738, -1.319, -1.322], [0.085, 0.328, -0.193], [1.156, -0.438, 0.322], [0.103, 0.002, -0.587], [-1.329, 0.660, 2.146], [0.906, 0.636, 0.511], [1.163, 0.181, -6.025], [-0.886, 0.387, -1.066], [-0.014, 0.041, 0.363], [-0.027, -0.275, 0.343], [0.350, 0.115, -0.210], [0.050, -0.093, 0.430], [-0.217, -0.176, -0.387], [0.185, -0.055, 0.515], [0.211, 0.025, -0.038], [0.032, -0.008, 0.175], [0.197, 0.063, 0.207], [-0.174, 0.099, 0.003], [-0.103, 0.054, -0.113], [-0.004, -0.062, -0.346], [1.113, -1.419, 0.241], [-1.742, 1.783, -0.766], [0.170, -0.264, 0.647], [-0.026, -0.099, 0.073], [-0.084, -0.452, -0.088], [-0.493, 0.165, 0.516], [0.022, 0.339, -0.628], [-0.214, 0.351, 0.211], [0.217, 0.031, -0.097], [0.303, -0.126, 2.382], [-0.192, 0.317, -0.376], [0.463, -0.038, 0.216], [-0.219, -0.086, 0.173], [0.236, 0.052, 0.043], [-0.424, -0.018, -0.086], [-0.108, 0.271, 0.074], [1.111, 1.142, 0.731], [-0.819, -0.609, 0.577], [0.497, -0.809, 1.085], [-0.393, -0.225, 0.017], [-0.364, 0.645, 1.360], [-0.949, -1.502, 1.058], [0.098, -0.252, -0.325], [-0.120, -0.215, -0.141], [0.008, -0.083, 0.049], [0.294, 0.131, -0.072], [0.299, -0.016, -0.271], [0.059, 0.052, 0.057], [-0.183, 0.287, 0.188], [-0.475, 0.189, -0.140], [-0.191, -0.230, -0.336], [0.166, -0.522, -0.269], [-0.284, 0.145, -0.084], [-0.115, 0.900, -0.403], [0.248, 0.443, -0.163], [0.288, -0.021, 0.137], [0.093, -0.045, -0.040]]
}